DFT (ωB97M-V with the def2-TZVPD basis set) results for an isolated ion of composition C5H8N and charge +1.

```
! wB97M-V def2-TZVPD RIJCOSX def2/J DEFGRID3
* xyz 1 1
N 1.173 0.845 -0.131
C 0.353 -0.257 0.559
C -0.115 -1.396 -0.393
C -1.003 -0.324 -0.082
C -1.871 0.738 -0.564
C -2.152 0.121 0.603
H 1.601 0.421 -0.877
H 1.909 1.129 0.588
H 0.573 1.578 -0.402
H 0.830 -0.339 1.551
H -0.304 -2.372 0.133
H 0.298 -1.351 -1.442
H -1.866 1.595 -1.195
H -2.766 0.022 1.469
*
```

Computed properties:
* HOMO energy: -13.254 eV
* energy relative to the best compared isomer or geometry (same formula, charge and spin): 111.5 kcal per mole
* SMILES: [NH3+][C@@H]1CC12C=C2
* orbital gap: 9.641 eV

DFT (ωB97M-V with the def2-TZVPD basis set) results for a 6-piece molecular cluster, C5H20NO5 overall.

```
! wB97M-V def2-TZVPD RIJCOSX def2/J DEFGRID3
* xyz 1 1
C 1.699 2.285 2.249
C 1.221 1.789 0.814
C 1.099 0.253 0.796
C 2.121 -0.583 0.619
C -1.110 -0.245 1.667
N -0.231 -0.259 0.726
H 2.611 1.579 2.375
H 2.219 3.254 2.286
H 0.964 2.281 3.135
H 0.247 2.296 0.524
H 1.946 2.205 -0.035
H 3.264 -0.402 0.817
H 1.917 -1.642 0.313
H -2.064 -0.664 1.388
H -1.072 -0.260 2.720
H -0.414 -0.464 -0.295
H 3.316 -1.070 -3.179
H 2.243 -0.183 -3.691
O 2.322 -0.916 -3.090
H -0.442 -3.040 2.376
H -1.867 -3.263 2.428
O -1.204 -2.677 1.972
H -3.627 0.309 -1.604
H -2.632 0.257 -2.747
O -3.057 -0.254 -2.185
H -2.164 2.127 -2.248
H -0.703 2.009 -2.460
O -1.345 1.597 -2.020
H -1.966 -2.847 -1.020
H -1.903 -1.425 -1.524
O -1.389 -2.050 -1.106
*
```

Computed properties:
* HOMO energy: -13.316 eV
* energy relative to the best compared isomer or geometry (same formula, charge and spin): 95.9 kcal per mole
* orbital gap: 9.485 eV

DFT (ωB97M-V with the def2-TZVPD basis set) results for one molecule with the formula C4H4F3N3O.

```
! wB97M-V def2-TZVPD RIJCOSX def2/J DEFGRID3
* xyz 0 1
N 0.595 1.988 0.091
C 0.522 0.611 0.029
C -0.499 -0.268 0.047
C -1.971 0.002 0.090
F -2.525 -0.231 1.251
F -2.599 -0.846 -0.807
F -2.245 1.254 -0.291
N -0.044 -1.613 0.143
N 1.353 -1.482 -0.031
C 1.762 -0.180 0.029
O 2.905 0.238 0.097
H -0.141 2.553 -0.254
H 1.501 2.335 -0.166
H -0.525 -2.184 -0.598
H 1.912 -2.176 0.370
*
```

Computed properties:
* HOMO energy: -8.644 eV
* energy relative to the best compared isomer or geometry (same formula, charge and spin): 2.8 kcal per mole
* SMILES: Nc1c(C(F)(F)F)[nH][nH]c1=O
* orbital gap: 9.428 eV

DFT (ωB97M-V with the def2-TZVPD basis set) results for C6H8N2O as an isolated structure.

```
! wB97M-V def2-TZVPD RIJCOSX def2/J DEFGRID3
* xyz 0 1
C -0.422 0.196 -2.253
C -0.614 1.181 -1.210
C -0.533 0.768 0.288
C -0.774 0.747 2.314
C 0.084 -0.350 2.083
C 1.180 -1.159 0.057
H -0.791 0.481 -3.223
H -0.907 -0.830 -2.183
H 0.767 -0.156 -2.360
H -1.153 1.108 3.471
H 0.693 -1.075 2.802
H 1.783 -1.611 0.853
H 1.897 -0.900 -0.440
H 0.642 -1.825 -0.620
N -1.118 1.429 1.186
N 0.259 -0.295 0.737
O -0.992 2.290 -1.503
*
```

Computed properties:
* HOMO energy: -8.854 eV
* energy relative to the best compared isomer or geometry (same formula, charge and spin): 69.4 kcal per mole
* orbital gap: 9.420 eV

DFT (ωB97M-V with the def2-TZVPD basis set) results for a 5-piece molecular cluster, C34H77FN3O22P4S2 overall.

```
! wB97M-V def2-TZVPD RIJCOSX def2/J DEFGRID3
* xyz 1 1
C 2.844 0.906 -2.964
O 2.474 2.094 -2.279
C 1.366 1.813 -1.410
C 0.002 2.059 -2.108
C -1.246 1.601 -1.289
C -1.004 0.376 -0.352
C -0.751 -0.958 -1.149
C -2.121 -1.559 -1.615
C -2.177 -3.119 -1.662
C -1.890 -3.759 -3.055
C -0.507 -3.232 -3.557
C 0.716 -3.599 -2.624
C 1.840 -2.518 -2.657
F 2.287 -2.227 -1.365
C -2.934 -3.306 -4.148
C -4.419 -3.415 -3.678
C -4.964 -2.183 -2.932
O -5.561 -2.369 -1.902
N -4.759 -0.864 -3.357
C -4.918 -0.686 -4.824
C -5.568 0.088 -2.583
C -2.671 -3.971 -5.556
O -1.825 -3.184 -6.393
C -2.220 -5.473 -5.520
O -3.359 -6.278 -5.800
C -1.483 -5.926 -4.221
S -1.656 -7.778 -4.115
C -1.242 -8.538 -5.718
O -2.973 -8.147 -3.635
O -0.685 -8.330 -3.192
N -1.977 -5.258 -3.005
N -1.331 -5.829 -1.834
C -2.157 -6.365 -1.100
S -3.390 -6.813 -0.274
H 1.991 0.615 -3.618
H 3.083 0.088 -2.251
H 3.733 1.058 -3.603
H 1.497 0.776 -1.045
H 1.449 2.559 -0.593
H 0.018 1.654 -3.143
H -0.080 3.158 -2.244
H -1.682 2.450 -0.729
H -2.034 1.297 -2.015
H -1.937 0.239 0.239
H -0.210 0.547 0.401
H -0.189 -0.641 -2.053
H -0.164 -1.642 -0.514
H -2.350 -1.078 -2.584
H -2.894 -1.213 -0.905
H -1.519 -3.490 -0.857
H -3.208 -3.408 -1.354
H -0.495 -2.133 -3.681
H -0.235 -3.623 -4.559
H 0.432 -3.896 -1.605
H 1.175 -4.503 -3.083
H 1.533 -1.615 -3.215
H 2.720 -2.937 -3.188
H -2.726 -2.228 -4.292
H -5.058 -3.538 -4.582
H -4.644 -4.293 -3.044
H -5.305 0.311 -5.072
H -3.925 -0.776 -5.322
H -5.543 -1.505 -5.228
H -6.637 -0.202 -2.519
H -5.515 1.112 -2.985
H -5.215 0.145 -1.535
H -3.661 -3.966 -6.065
H -2.241 -2.313 -6.482
H -1.497 -5.616 -6.353
H -3.689 -6.043 -6.680
H -0.405 -5.767 -4.410
H -1.892 -8.191 -6.534
H -1.409 -9.622 -5.562
H -0.162 -8.430 -5.927
H -2.974 -5.534 -2.911
C -0.678 2.966 5.653
O -1.205 2.675 4.343
P -2.258 3.800 3.652
O -2.304 3.090 2.323
O -1.106 4.946 3.688
C -0.026 4.859 2.767
O -3.383 4.984 3.204
C -4.753 4.657 3.480
H -0.801 2.087 6.285
H 0.386 3.194 5.562
H -1.185 3.807 6.123
H 0.054 3.876 2.303
H 0.900 5.062 3.308
H -0.155 5.618 1.994
H -4.901 4.512 4.551
H -5.043 3.753 2.939
H -5.374 5.487 3.148
C 7.006 -4.903 -3.051
O 6.276 -4.014 -3.916
P 6.859 -2.441 -4.095
O 5.889 -2.023 -5.160
O 8.278 -2.961 -4.684
C 8.338 -3.418 -6.031
O 7.545 -0.929 -3.802
C 6.860 -0.146 -2.814
H 6.304 -5.389 -2.373
H 7.496 -5.663 -3.659
H 7.756 -4.378 -2.461
H 7.351 -3.618 -6.448
H 8.917 -4.342 -6.053
H 8.845 -2.668 -6.638
H 6.862 -0.668 -1.856
H 5.832 0.041 -3.132
H 7.378 0.804 -2.699
C -1.889 7.226 9.383
O -2.140 5.905 8.867
P -3.483 5.069 9.455
O -3.353 3.919 8.493
O -4.501 6.214 8.907
C -4.757 6.283 7.507
O -4.749 4.392 10.346
C -4.347 3.574 11.455
H -0.842 7.296 9.673
H -2.090 7.955 8.597
H -2.510 7.452 10.249
H -4.027 5.724 6.921
H -4.713 7.330 7.203
H -5.758 5.900 7.306
H -3.776 4.163 12.174
H -3.747 2.731 11.106
H -5.243 3.198 11.943
C 3.821 2.767 3.386
O 3.791 4.089 3.954
P 5.089 4.529 4.937
O 4.683 5.960 5.120
O 6.157 4.330 3.729
C 6.239 5.328 2.716
O 6.357 4.507 6.049
C 5.983 4.169 7.394
H 2.858 2.287 3.561
H 3.991 2.844 2.312
H 4.605 2.156 3.832
H 5.380 5.999 2.721
H 6.285 4.829 1.748
H 7.153 5.905 2.860
H 5.555 3.166 7.428
H 5.262 4.893 7.780
H 6.878 4.190 8.011
*
```

Computed properties:
* HOMO energy: -10.764 eV
* orbital gap: 6.682 eV

DFT (ωB97M-V with the def2-TZVPD basis set) results for C14H23BEuN6 as an isolated structure.

```
! wB97M-V def2-TZVPD RIJCOSX def2/J DEFGRID3
* xyz 2 8
C 3.085 -0.308 -0.119
N 1.827 -0.231 -0.535
N 1.736 -0.497 -1.920
C 2.994 -0.685 -2.354
C 3.887 -0.583 -1.263
B 0.399 -0.442 -2.762
N -0.656 -1.590 -2.496
N -1.428 -1.717 -1.317
C -2.258 -2.749 -1.405
C -2.091 -3.313 -2.701
C -1.084 -2.547 -3.335
Eu -0.234 -0.632 0.228
N -0.293 0.922 -2.470
N -0.723 1.161 -1.146
C -1.284 2.355 -1.072
C -1.241 2.939 -2.362
C -0.607 1.991 -3.199
H -1.662 2.694 -0.148
H -0.369 2.017 -4.238
H -1.612 3.895 -2.635
H 0.702 -0.505 -3.903
H -0.662 -2.619 -4.307
H 3.170 -0.868 -3.385
H -2.625 -4.134 -3.104
H 4.943 -0.677 -1.282
H -2.885 -2.993 -0.600
H 3.319 -0.159 0.893
H -1.971 -1.288 1.839
C -2.176 -2.071 2.596
H -3.026 -2.676 2.267
H -1.294 -2.704 2.720
H -2.419 -1.586 3.551
C -0.669 2.275 2.758
C 0.633 1.519 2.624
C 1.525 1.771 3.870
C 0.408 0.045 2.445
H -1.204 1.938 3.655
H -1.316 2.071 1.890
H -0.490 3.348 2.828
H 1.203 1.890 1.727
H 1.006 1.403 4.767
H 2.480 1.253 3.783
H 1.715 2.839 3.986
H 1.419 -0.325 2.366
H -0.172 -0.424 3.267
*
```

Computed properties:
* HOMO energy (alpha / beta): -15.316 / -15.329 eV
* energy relative to the best compared isomer or geometry (same formula, charge and spin): 6.9 kcal per mole
* orbital gap (alpha / beta): 6.394 / 5.924 eV

DFT (ωB97M-V with the def2-TZVPD basis set) results for ClNi2 as an isolated structure.

```
! wB97M-V def2-TZVPD RIJCOSX def2/J DEFGRID3
* xyz 3 5
Ni 31.021 -36.224 29.207
Ni 30.749 -31.620 28.679
Cl 31.552 -33.912 28.487
*
```

Computed properties:
* HOMO energy (alpha / beta): -26.914 / -26.711 eV
* energy relative to the best compared isomer or geometry (same formula, charge and spin): 0.0 kcal per mole
* orbital gap (alpha / beta): 9.343 / 7.174 eV

DFT (ωB97M-V with the def2-TZVPD basis set) results for a 2-piece molecular cluster, C21H31IN3O4Si overall.

```
! wB97M-V def2-TZVPD RIJCOSX def2/J DEFGRID3
* xyz 1 1
C 1.678 0.317 -1.085
Si 1.736 1.690 0.298
C 2.361 3.239 -0.632
C 3.132 1.026 1.482
N 0.172 1.881 1.191
C -0.414 0.816 2.057
C -0.300 -0.711 1.621
C -1.601 -1.223 0.795
C -2.675 -2.101 1.537
C -3.967 -2.627 0.874
C -4.232 -2.329 -0.630
C -3.177 -1.460 -1.378
C -1.895 -0.914 -0.686
C -0.878 2.145 0.105
O -1.252 3.553 -0.082
C -0.630 4.367 0.951
C -1.933 5.113 1.584
N -2.492 6.148 0.625
C 0.055 3.230 1.918
O -0.883 3.284 3.046
I 1.814 4.115 2.857
H 2.700 -0.225 -1.111
H 1.567 0.826 -2.108
H 0.870 -0.464 -0.911
H 2.448 3.067 -1.772
H 1.760 4.193 -0.478
H 3.443 3.434 -0.272
H 4.107 1.577 1.245
H 2.868 1.167 2.583
H 3.348 -0.091 1.274
H -1.540 0.962 2.276
H 0.087 0.903 3.096
H -0.390 -1.306 2.614
H 0.682 -1.066 1.178
H -2.526 -2.349 2.652
H -4.757 -3.236 1.434
H -5.169 -2.728 -1.165
H -3.411 -1.245 -2.482
H -1.207 -0.260 -1.307
H -1.912 1.668 0.252
H -0.628 1.842 -0.966
H 0.148 5.153 0.674
H -2.803 4.373 1.753
H -1.699 5.677 2.546
H -3.426 5.830 0.300
H -1.872 6.235 -0.192
H -0.352 3.371 3.873
C -0.170 -4.871 -2.798
C 0.179 -4.102 -1.692
C 1.506 -4.035 -1.281
C 2.477 -4.739 -1.989
C 2.134 -5.517 -3.093
C 0.803 -5.580 -3.495
N 3.879 -4.649 -1.574
O 4.139 -3.971 -0.588
O 4.709 -5.252 -2.236
H -1.207 -4.916 -3.119
H -0.584 -3.551 -1.150
H 1.765 -3.432 -0.418
H 2.883 -6.072 -3.646
H 0.525 -6.181 -4.355
*
```

Computed properties:
* HOMO energy: -11.734 eV
* orbital gap: 8.083 eV

DFT (ωB97M-V with the def2-TZVPD basis set) results for one molecule with the formula C4H6S.

```
! wB97M-V def2-TZVPD RIJCOSX def2/J DEFGRID3
* xyz 0 3
C -0.564 -0.662 -0.306
C -1.538 -1.459 -0.134
C 0.514 0.092 -0.176
C 0.299 1.524 0.272
S 2.366 -0.160 -0.600
H -1.927 -1.880 0.808
H -2.251 -1.714 -1.033
H 2.490 -1.340 0.231
H 0.088 2.138 -0.557
H 1.168 1.987 0.633
H -0.646 1.474 0.864
*
```

Computed properties:
* HOMO energy (alpha / beta): -5.267 / -9.442 eV
* energy relative to the best compared isomer or geometry (same formula, charge and spin): 32.4 kcal per mole
* orbital gap (alpha / beta): 6.037 / 7.100 eV

DFT (ωB97M-V with the def2-TZVPD basis set) results for one molecule with the formula C3H7INP.

```
! wB97M-V def2-TZVPD RIJCOSX def2/J DEFGRID3
* xyz 0 3
C -0.897 0.432 0.851
C 0.412 -1.076 -0.771
C 0.071 -0.714 0.726
N -0.164 1.428 -0.454
P 0.806 0.667 -1.542
I -0.662 -2.484 1.859
H -1.933 0.204 0.449
H -0.592 1.010 1.722
H 1.383 -1.627 -0.795
H -0.591 -1.272 -1.270
H 1.112 -0.520 1.201
H -0.569 2.337 -0.555
H 2.139 0.970 -0.933
*
```

Computed properties:
* HOMO energy (alpha / beta): -4.520 / -8.552 eV
* energy relative to the best compared isomer or geometry (same formula, charge and spin): 41.2 kcal per mole
* orbital gap (alpha / beta): 5.162 / 5.723 eV

DFT (ωB97M-V with the def2-TZVPD basis set) results for one molecule with the formula C5H10O.

```
! wB97M-V def2-TZVPD RIJCOSX def2/J DEFGRID3
* xyz 0 1
C -0.979 1.871 1.044
C -1.602 0.637 0.307
C -0.721 -0.572 0.117
C 0.611 -0.455 -0.025
C 1.465 -1.475 -0.759
O 2.572 -0.879 -1.382
H -1.721 2.506 1.503
H -0.319 1.586 1.864
H -0.383 2.342 0.270
H -2.477 0.407 0.925
H -1.902 1.043 -0.667
H -1.212 -1.479 -0.238
H 1.206 0.103 0.709
H 1.806 -2.257 -0.076
H 0.787 -1.960 -1.481
H 2.868 -1.419 -2.111
*
```

Computed properties:
* HOMO energy: -8.961 eV
* energy relative to the best compared isomer or geometry (same formula, charge and spin): 43.9 kcal per mole
* SMILES: CC/C=C/CO
* orbital gap: 9.876 eV

DFT (ωB97M-V with the def2-TZVPD basis set) results for a 6-piece molecular cluster, H12O6 overall.

```
! wB97M-V def2-TZVPD RIJCOSX def2/J DEFGRID3
* xyz 0 1
O -2.511 0.760 -1.293
H -3.012 -0.056 -1.124
H -3.188 1.399 -1.344
O 1.249 -2.155 -1.052
H 0.905 -1.353 -0.723
H 0.463 -2.596 -1.338
O -3.060 0.169 1.700
H -2.646 0.414 0.913
H -2.267 0.328 2.153
O 1.666 -0.355 2.059
H 2.543 -0.432 1.588
H 0.935 -0.810 1.614
O 0.244 0.598 -0.664
H 0.531 0.605 -1.586
H -0.714 0.473 -0.631
O 3.046 1.216 -0.409
H 3.638 0.584 0.126
H 2.177 1.214 0.011
*
```

Computed properties:
* HOMO energy: -11.215 eV
* energy relative to the best compared isomer or geometry (same formula, charge and spin): 43.9 kcal per mole
* SMILES: O.O.O.O.O.O
* orbital gap: 11.135 eV

Molecular weight across the listed records, respectively: 82.1, 174.2, 167.1, 124.1, 1087.0, 438.2, 152.8, 544.5, 86.2, 215.0, 86.1, 108.1 g/mol.
Calculated total energy across the listed records, respectively: -6793.251, -17227.356, -18882.971, -11376.339, -147549.173, -43820.793, -94565.910, -50902.935, -15073.843, -22098.386, -7392.862, -12479.209 eV.